No. 1
# C2H5NOS

C2H5NOS in the gas phase (ωB97M-V/def2-TZVPD, OMol25).

Each line ends with the natural charge from an NBO analysis.
Cartesian coordinates (Å):
C 1.40920 0.76091 0.05108  -0.746
S 0.89742 -0.73698 -0.88769  0.394
N -0.50987 -1.00208 0.06104  -0.779
C -1.67803 -0.31776 -0.15631  0.521
O -1.76964 0.62610 -0.92059  -0.586
H 0.62832 1.51563 -0.05492  0.239
H 2.35392 1.13259 -0.38076  0.226
H 1.64386 0.45369 1.08100  0.217
H -0.45635 -1.71030 0.72800  0.397
H -2.51882 -0.72179 0.47915  0.117

Results
Highest occupied orbital energy, eV: -9.29
SMILES: CSNC=O
ΔE to the lowest compared entry with this formula, charge and spin, eV: 0.827

***

No. 2
# C2H5NOS

C2H5NOS in the gas phase (ωB97M-V/def2-TZVPD, OMol25).

Each line ends with the natural charge from an NBO analysis.
Cartesian coordinates (Å):
O -0.41273 0.24772 1.84239  -0.693
C 0.51668 -0.36692 1.08979  -0.111
C 0.47532 0.09210 -0.36555  0.052
N -0.51310 -0.29810 -1.11291  -0.519
S -0.83415 0.47851 -2.63810  0.159
H -0.07859 1.09703 2.28600  0.469
H 0.05023 -1.44101 1.12562  0.194
H 1.54670 -0.47139 1.52048  0.174
H 1.08705 0.99534 -0.68054  0.148
H -1.83740 -0.33328 -3.06717  0.127

Results
Highest occupied orbital energy, eV: -9.07
SMILES: OC/C=N/S
ΔE to the lowest compared entry with this formula, charge and spin, eV: 2.500

***

No. 3
# C2H5NOS

C2H5NOS in the gas phase (ωB97M-V/def2-TZVPD, OMol25).

Each line ends with the natural charge from an NBO analysis.
Cartesian coordinates (Å):
C -0.88370 0.25383 -0.26206  0.038
C 0.41774 0.64280 -0.21733  -0.547
N -1.79130 -0.72794 0.19402  -0.800
O 2.81576 -0.86811 -0.21010  -0.960
S 2.30519 0.41172 0.26244  1.100
H -1.48598 0.99578 -0.78793  0.188
H -2.52740 -0.89996 -0.46958  0.387
H 0.53600 1.59640 -0.71841  0.200
H -1.38226 -1.57121 0.57735  0.382
H 1.99594 0.16670 1.63159  0.012

Results
Highest occupied orbital energy, eV: -9.08
ΔE to the lowest compared entry with this formula, charge and spin, eV: 3.497